A cluster of 2 separate species, C14H28Br2N2O in total, computed with wB97M-V/def2-TZVPD.

Last column: Löwdin charge in e.
CARTESIAN COORDINATES (ANGSTROEM)
C 1.772 3.614 0.273  -0.204
C 0.776 3.906 -1.037  -0.685
Br 1.258 3.349 -2.921  0.481
C -0.532 4.604 -0.759  -0.663
Br -1.070 5.194 1.119  0.487
C -1.671 4.928 -1.929  -0.302
C -2.680 3.597 -1.836  -0.288
C -4.132 3.977 -1.141  -0.213
N -4.784 3.121 -0.247  -0.031
H 1.191 2.778 0.898  0.055
H 1.904 4.578 0.942  0.059
H 2.841 3.215 -0.059  0.063
H -1.191 4.973 -2.996  -0.003
H -2.790 3.076 -2.880  0.089
H -2.178 2.799 -1.103  0.079
H -4.629 4.999 -1.448  0.102
H -5.680 3.590 0.040  0.001
C -0.217 -0.728 -1.198  -0.044
C -0.430 -1.941 -0.305  -0.144
N 0.766 -2.925 -0.252  -0.229
C 0.953 -3.515 -1.673  0.016
C 0.412 -4.148 0.632  -0.154
C 0.210 -3.881 2.113  -0.059
C 2.127 -2.263 0.120  -0.048
C 2.186 -1.459 1.430  -0.182
O 1.291 -0.348 1.400  -0.207
C 0.676 -0.058 2.649  -0.071
H -0.098 -1.008 -2.251  0.081
H -1.097 -0.084 -1.142  0.101
H 0.646 -0.118 -0.916  0.079
H -1.286 -2.518 -0.668  0.133
H -0.662 -1.635 0.715  0.102
H 0.008 -3.970 -1.988  0.112
H 1.744 -4.271 -1.629  0.105
H 1.246 -2.718 -2.359  0.100
H 1.212 -4.886 0.501  0.129
H -0.513 -4.568 0.217  0.130
H 1.163 -3.857 2.645  0.077
H -0.350 -4.713 2.556  0.096
H -0.353 -2.969 2.325  0.077
H 2.382 -1.605 -0.715  0.134
H 2.863 -3.074 0.154  0.139
H 3.197 -1.049 1.530  0.141
H 2.028 -2.087 2.302  0.090
H 1.161 -0.551 3.495  0.094
H -0.369 -0.372 2.599  0.084
H 0.701 1.021 2.798  0.093

E_HOMO: -4.37 eV
Kohn-Sham gap: 0.13191 Ha
Energy relative to the best compared isomer or geometry (same formula, charge and spin): 101.3 kcal per mole
Multiplicity: 1
Strongest force on any atom: 5.77 eV/Å
Energy: -160074.331 eV